Entry 1:
Molecular formula: C7H14N3S
Method: DFT, ωB97M-V with the def2-TZVPD basis set

XYZ file:
```
25
C7H14N3S, DFT ωB97M-V with the def2-TZVPD basis set
C -0.969 -0.234 0.487
H -1.514 2.612 -1.165
C 2.396 -1.015 -0.994
H 2.045 1.932 1.643
H -2.865 2.196 0.150
H -3.113 2.239 -1.467
N -1.023 -2.642 -0.030
H 0.453 2.155 0.824
N 1.094 -1.323 -0.554
C -1.202 -1.597 1.028
H 3.466 0.876 -0.949
H -1.084 0.649 1.069
H -0.540 -1.665 1.904
N 1.509 0.748 0.006
H -0.687 -3.464 0.397
H 2.010 2.741 -0.072
C 2.649 0.280 -0.621
C -2.365 1.992 -0.772
S -1.938 0.209 -1.003
H 0.460 -2.065 -0.351
C 0.638 -0.209 0.013
H -2.142 -1.785 1.661
H 3.026 -1.822 -1.171
H -1.810 -2.849 -0.661
C 1.504 2.040 0.628
```

As for the structure (SMILES): CS[C@@H](CN)c1[nH]cc[n+]1C. The maximum force is 5.090 eV/A. Its total charge is +1. The calculation puts the total energy at -837.2956 Ha. For the HOMO energy, the calculation gives -12.33 eV. Its molecular weight is 172.277 g mol⁻¹. Its relative energy (zero: lowest compared OMol25 entry of this formula, charge and spin) is 122.5 kJ/mol. The value obtained for the HOMO-LUMO gap is 9.84 eV.



Entry 2:
Molecular formula: C7H14N4O2S
Method: DFT, ωB97M-V with the def2-TZVPD basis set

XYZ file:
```
28
C7H14N4O2S, DFT ωB97M-V with the def2-TZVPD basis set
O 2.461 -1.523 -0.708
H -7.435 0.095 6.423
C 1.307 -2.030 -0.434
H 2.509 -0.635 -1.183
H -7.841 -0.754 5.047
H 3.220 -3.359 0.595
N -7.102 -0.301 5.548
H 4.518 2.941 -1.103
H 2.034 2.982 -1.149
N 0.142 -1.672 -0.915
H 4.614 1.239 -1.774
C 0.459 0.799 -1.612
H -6.613 0.412 5.002
C 2.549 2.057 -1.606
S -1.917 -0.377 -1.959
C -0.288 -0.429 -1.332
C 4.016 1.884 -1.102
H 2.387 2.245 -2.641
H 0.165 2.631 -2.669
C -1.579 1.149 -2.590
H 2.247 -4.859 0.595
N 2.319 -3.854 0.552
H 3.892 1.443 -0.133
H -2.347 1.739 -3.086
O 1.833 0.861 -1.286
H -6.461 -1.143 5.724
C -0.336 1.689 -2.313
N 1.248 -3.234 0.111
```

The maximum force is 4.078 eV/A. Its total charge is +2. The calculation puts the total energy at -1042.1485 Ha. For the HOMO energy (alpha / beta), the calculation gives -13.94 / -13.66 eV. Its molecular weight is 218.282 g mol⁻¹. Its relative energy (zero: lowest compared OMol25 entry of this formula, charge and spin) is 0.0 kJ/mol. The value obtained for the HOMO-LUMO gap (alpha / beta) is 6.72 / 6.89 eV.



Entry 3:
Molecular formula: C7H14N5
Method: DFT, ωB97M-V with the def2-TZVPD basis set

XYZ file:
```
26
C7H14N5, DFT ωB97M-V with the def2-TZVPD basis set
H -1.821 0.245 -2.640
C 0.068 1.776 1.151
H -0.116 1.389 2.132
H 0.085 2.564 -3.755
H 1.386 0.259 2.513
H -0.619 2.542 0.868
H -0.169 0.903 -4.033
N -1.727 -0.874 0.356
N -0.579 -1.176 1.277
C 0.431 1.566 -3.452
H 0.646 -2.810 1.317
H 1.032 2.157 1.238
H 0.947 -1.171 -0.154
N 0.192 0.730 0.110
C 0.690 -0.569 0.737
H -0.877 -3.259 0.799
C -1.457 -0.005 -0.607
C -0.428 -2.620 1.531
H 1.489 1.567 -3.467
H -2.596 -0.955 0.855
H -1.007 -2.879 2.386
C 0.052 1.186 -2.085
N 1.701 -0.253 1.714
H 2.142 -1.020 2.081
C -1.231 0.418 -1.821
N 0.827 1.155 -1.031
```

The maximum force is 3.833 eV/A. Its total charge is +1. The calculation puts the total energy at -548.4824 Ha. For the HOMO energy, the calculation gives -12.69 eV. Its molecular weight is 168.224 g mol⁻¹. Its relative energy (zero: lowest compared OMol25 entry of this formula, charge and spin) is 414.1 kJ/mol. The value obtained for the HOMO-LUMO gap is 8.78 eV.



Entry 4:
Molecular formula: C7H14N5O3Se3TeZn
Method: DFT, ωB97M-V with the def2-TZVPD basis set

XYZ file:
```
34
C7H14N5O3Se3TeZn, DFT ωB97M-V with the def2-TZVPD basis set
Se -0.643 -2.176 0.709
Se -0.888 0.985 -1.949
Zn 0.302 0.115 -0.150
H 2.142 5.887 3.943
H -0.513 3.157 3.302
H 0.737 4.932 4.082
N 1.663 5.040 3.699
Te -1.788 -3.279 -1.205
H 2.782 0.589 4.323
C 1.898 4.526 2.486
H 3.223 2.074 3.506
C 0.334 2.639 2.852
H 1.224 2.435 4.848
N 1.259 -0.188 1.934
H 1.399 -1.190 2.003
C 2.469 1.288 3.545
H 0.425 1.023 4.212
N 2.887 4.970 1.728
C 1.094 1.845 3.940
O 3.626 2.433 1.195
C 2.590 1.719 1.114
H 1.352 3.236 1.097
C -2.989 -0.824 -2.081
H -0.079 1.945 2.126
H 3.340 0.007 2.053
H 0.486 0.042 2.545
O 1.621 1.875 0.332
C 2.449 0.619 2.175
H 3.517 5.638 2.138
O -3.374 -2.115 -1.781
Se -4.350 0.391 -2.568
N -1.719 -0.646 -1.947
H 3.343 4.197 1.194
N 1.110 3.590 2.028
```

The maximum force is 1.328 eV/A. Its total charge is -1. The calculation puts the total energy at -10026.3737 Ha. For the HOMO energy, the calculation gives -2.71 eV. Its molecular weight is 646.091 g mol⁻¹. Its relative energy (zero: lowest compared OMol25 entry of this formula, charge and spin) is 276.9 kJ/mol. The value obtained for the HOMO-LUMO gap is 3.94 eV.